1.
# C40H42F6N3

A gas-phase ion, C40H42F6N3 (charge +1) (ωB97M-V with the def2-TZVPD basis set, the Open Molecules 2025 dataset).

```
91
C40H42F6N3 ωB97M-V with the def2-TZVPD basis set
C -4.512 2.574 3.755
C -5.174 3.430 2.690
C -4.926 2.916 1.275
N -3.590 2.295 1.013
C -3.267 1.919 -0.247
C -1.770 1.650 -0.692
C -1.631 1.437 -2.215
C -2.574 2.240 -3.090
C -4.033 2.024 -2.722
C -4.298 2.320 -1.242
C -2.678 1.973 2.099
C -3.016 2.529 3.483
H -4.685 3.000 4.747
H -4.933 1.562 3.742
H -6.253 3.467 2.855
H -4.813 4.461 2.770
H -5.737 2.207 1.029
H -5.069 3.788 0.619
H -1.371 2.665 -0.533
H -0.593 1.630 -2.534
H -1.805 0.362 -2.373
H -2.330 3.304 -2.969
H -2.393 1.963 -4.134
H -4.626 2.733 -3.309
H -4.384 1.018 -2.992
H -5.287 1.905 -0.984
H -4.404 3.423 -1.199
H -2.623 0.877 2.206
H -1.685 2.351 1.826
H -2.580 3.533 3.579
H -2.509 1.889 4.212
F -0.246 -5.184 -5.571
C -0.756 -4.927 -4.338
F -1.317 -3.672 -4.366
F -1.798 -5.803 -4.118
C 0.229 -5.034 -3.212
N -0.487 -4.735 -1.968
C -0.826 -5.859 -1.191
C 0.166 -6.821 -0.909
C -0.164 -7.982 -0.210
C -1.492 -8.215 0.172
C -2.485 -7.277 -0.130
C -2.157 -6.104 -0.810
C -0.626 -3.428 -1.531
C -1.475 -3.089 -0.464
C -1.611 -1.782 -0.019
C -0.825 -0.758 -0.561
C -0.897 0.709 -0.003
C 0.567 1.219 0.280
C 0.828 2.593 0.402
C 2.118 3.072 0.646
C 3.197 2.190 0.906
N 4.447 2.690 1.248
C 4.671 4.142 1.224
C 5.143 4.538 -0.148
F 5.349 5.877 -0.308
F 6.329 3.893 -0.437
F 4.249 4.127 -1.108
C 5.556 1.947 1.714
C 6.141 0.943 0.925
C 7.365 0.378 1.293
C 8.013 0.778 2.466
C 7.441 1.777 3.261
C 6.240 2.373 2.878
C 2.924 0.800 0.844
C 1.637 0.342 0.543
C 0.056 -1.092 -1.604
C 0.100 -2.376 -2.123
H 0.579 -6.069 -3.189
H 1.057 -4.348 -3.391
H 1.192 -6.634 -1.239
H 0.621 -8.706 0.024
H -1.756 -9.134 0.699
H -3.525 -7.448 0.154
H -2.917 -5.367 -1.070
H -2.054 -3.872 0.008
H -2.335 -1.565 0.774
H -1.313 0.549 0.997
H 0.031 3.325 0.288
H 2.247 4.148 0.642
H 3.763 4.697 1.473
H 5.484 4.402 1.908
H 5.649 0.655 -0.003
H 7.818 -0.381 0.657
H 8.964 0.327 2.762
H 7.928 2.105 4.184
H 5.822 3.192 3.468
H 3.725 0.082 1.029
H 1.493 -0.739 0.498
H 0.735 -0.347 -2.030
H 0.733 -2.569 -2.976
```

Results
max |F|	4.543	eV Å⁻¹
net charge	+1
energy relative to the best compared isomer or geometry (same formula, charge and spin)	0.0	kcal/mol
electronic energy	-2312.67703	hartree
highest occupied orbital energy	-9.779	eV
LUMO energy	-3.631	eV

=====

2.
# C40H42FGeN4O6Pt

A molecular structure, C40H42FGeN4O6Pt (ωB97M-V with the def2-TZVPD basis set, the Open Molecules 2025 dataset).

```
95
C40H42FGeN4O6Pt ωB97M-V with the def2-TZVPD basis set
Pt -1.494 0.549 -1.216
F 5.124 -1.771 -0.973
C 4.792 -0.475 -1.121
C 3.459 -0.175 -1.162
C 3.017 1.149 -1.263
C 1.585 1.425 -1.234
O 0.788 0.468 -1.087
C 1.260 2.811 -1.322
C 2.257 3.753 -1.440
N 3.563 3.478 -1.479
C 4.520 4.555 -1.564
C 5.311 4.736 -2.830
C 4.255 5.728 -2.457
C 3.984 2.169 -1.363
C 5.341 1.832 -1.337
C 5.796 0.521 -1.192
N 7.144 0.234 -1.170
C 7.654 -1.125 -1.282
C 9.160 -1.095 -1.572
N 9.460 0.071 -2.441
C 9.227 1.362 -1.722
C 8.136 1.151 -0.659
C -0.158 3.379 -1.220
O -0.263 4.581 -1.138
O -1.149 2.565 -1.197
H 2.727 -0.965 -1.101
H 1.970 4.797 -1.485
H 5.019 4.734 -0.617
H 5.108 4.077 -3.660
H 6.346 5.027 -2.751
H 3.352 5.736 -3.045
H 4.556 6.706 -2.117
H 6.051 2.631 -1.445
H 7.133 -1.631 -2.098
H 7.486 -1.710 -0.368
H 9.454 -2.020 -2.072
H 9.749 -1.006 -0.657
H 8.837 0.021 -3.256
H 10.426 0.027 -2.789
H 8.925 2.116 -2.450
H 10.151 1.694 -1.246
H 7.695 2.108 -0.390
H 8.576 0.736 0.255
C -5.541 0.992 -3.079
C -4.917 0.802 -1.734
N -5.595 1.272 -0.681
O -3.852 0.190 -1.558
H -6.565 0.622 -3.076
H -4.968 0.472 -3.843
H -5.564 2.054 -3.319
H -6.434 1.820 -0.788
H -5.163 1.232 0.231
O -1.642 -1.451 -2.086
C -2.290 -1.948 -1.160
O -2.258 -1.399 -0.003
C -3.168 -3.151 -1.314
C -4.472 -2.826 -0.620
Ge -4.016 -1.888 1.191
C -3.549 -0.136 2.229
C -2.942 0.962 1.651
C -2.620 2.064 2.430
C -2.886 2.054 3.787
C -3.472 0.945 4.370
C -3.807 -0.152 3.592
C -6.097 -1.997 1.779
C -6.695 -3.227 1.633
C -8.054 -3.348 1.899
C -8.778 -2.240 2.293
C -8.151 -1.022 2.469
C -6.788 -0.891 2.206
C -3.039 -3.218 2.384
C -1.671 -3.358 2.253
C -1.017 -4.342 2.979
C -1.730 -5.131 3.862
C -3.090 -4.951 4.026
C -3.752 -3.972 3.299
H -2.668 -3.994 -0.826
H -3.306 -3.381 -2.373
H -5.054 -3.722 -0.420
H -5.068 -2.141 -1.220
H -2.700 0.998 0.588
H -2.157 2.921 1.964
H -2.622 2.909 4.387
H -3.660 0.924 5.432
H -4.267 -1.015 4.050
H -6.140 -4.104 1.340
H -8.522 -4.315 1.789
H -9.841 -2.330 2.467
H -8.702 -0.159 2.815
H -6.304 0.062 2.367
H -1.112 -2.718 1.586
H 0.048 -4.468 2.855
H -1.213 -5.873 4.452
H -3.648 -5.557 4.722
H -4.811 -3.823 3.449
```

Results
max |F|	4.717	eV Å⁻¹
net charge	+3
electronic energy	-4514.93067	hartree
highest occupied orbital energy (spin up / spin down)	-14.810 / -14.810	eV
LUMO energy (spin up / spin down)	-11.677 / -11.616	eV

=====

3.
# C40H42FN6O6

6 unconnected molecules or ions with the total composition C40H42FN6O6 (ωB97M-V with the def2-TZVPD basis set, the Open Molecules 2025 dataset).

```
95
C40H42FN6O6 ωB97M-V with the def2-TZVPD basis set
C 5.739 -1.946 1.883
N 6.027 -2.449 0.542
C 5.638 -1.536 -0.540
C 4.200 -1.122 -0.406
C 3.816 0.082 0.045
C 4.759 1.183 0.531
O 4.613 1.427 1.736
O 5.531 1.665 -0.309
C 2.364 0.389 0.106
O 1.944 1.528 0.129
C 1.388 -0.754 0.136
C 0.027 -0.413 0.683
C -1.092 -0.426 -0.365
C -2.439 -0.103 0.288
C -2.905 -1.167 1.254
O -3.441 -0.940 2.308
O -2.696 -2.458 0.821
C 1.781 -1.954 -0.306
C 0.873 -3.152 -0.267
C 0.737 -3.977 -1.543
F 1.350 -3.980 0.776
C 3.180 -2.120 -0.821
O 3.464 -3.049 -1.552
H 6.289 -2.550 2.607
H 4.678 -2.073 2.109
H 5.982 -0.886 2.028
H 7.017 -2.636 0.459
H 6.256 -0.633 -0.595
H 5.749 -2.078 -1.482
H -0.195 -1.083 1.522
H 0.075 0.597 1.092
H -1.166 -1.389 -0.865
H -0.881 0.350 -1.102
H -2.359 0.812 0.880
H -3.215 0.053 -0.466
H -2.132 -2.915 1.459
H -0.119 -2.845 0.058
H 1.186 -4.954 -1.364
H 1.260 -3.528 -2.381
H -0.313 -4.110 -1.805
N 0.671 -0.941 -3.558
C 0.611 -1.194 -4.866
C 1.381 -0.518 -5.803
C 2.255 0.466 -5.364
C 2.325 0.738 -4.007
C 1.513 0.008 -3.153
H -0.086 -1.971 -5.160
H 1.298 -0.764 -6.853
H 2.874 1.009 -6.067
H 2.993 1.491 -3.611
H 1.543 0.164 -2.086
N -2.767 4.193 4.125
C -2.356 2.929 4.221
C -3.107 1.844 3.788
C -4.347 2.086 3.224
C -4.790 3.395 3.117
C -3.962 4.408 3.580
H -1.377 2.781 4.663
H -2.733 0.835 3.883
H -4.955 1.263 2.872
H -5.754 3.630 2.686
H -4.271 5.446 3.512
N -8.177 -1.318 6.441
C -7.886 -0.467 7.422
C -6.842 0.445 7.365
C -6.055 0.475 6.225
C -6.344 -0.406 5.195
C -7.411 -1.278 5.352
H -8.522 -0.521 8.298
H -6.654 1.113 8.194
H -5.229 1.170 6.138
H -5.750 -0.423 4.291
H -7.666 -1.981 4.567
N 6.520 7.505 0.207
C 7.079 6.563 -0.554
C 6.651 5.245 -0.590
C 5.581 4.868 0.206
C 4.991 5.836 1.005
C 5.493 7.129 0.968
H 7.916 6.887 -1.164
H 7.143 4.520 -1.225
H 5.233 3.841 0.202
H 4.156 5.590 1.647
H 5.052 7.908 1.582
N -2.163 -3.156 -5.535
C -2.297 -3.259 -6.855
C -3.491 -3.584 -7.482
C -4.607 -3.814 -6.694
C -4.482 -3.710 -5.318
C -3.242 -3.379 -4.790
H -1.401 -3.072 -7.438
H -3.540 -3.652 -8.560
H -5.557 -4.070 -7.144
H -5.325 -3.881 -4.663
H -3.104 -3.286 -3.718
```

Results
max |F|	0.607	eV Å⁻¹
net charge	-1
energy relative to the best compared isomer or geometry (same formula, charge and spin)	0.0	kcal/mol
electronic energy	-2429.32748	hartree
highest occupied orbital energy	-5.609	eV
LUMO energy	1.670	eV

=====

Q: Look up the net charge of the third one.
A: -1

=====

Q: What is the formula in the second record?
A: C40H42FGeN4O6Pt